(1)
# C10H11O11PS

3 unconnected molecules or ions with the total composition C10H11O11PS at a distorted geometry (ωB97M-V with the def2-TZVPD basis set, OMol25).

```
34
Properties=species:S:1:pos:R:3:forces:R:3:mulliken_charge:R:1
O 2.0713 -2.9144 -0.9625 0.2642 0.5087 0.1638 -0.53
C 1.0302 -2.4702 -0.6024 -0.3199 -0.5544 -1.4629 0.07
C -0.3297 -2.8061 -1.1531 0.8626 0.3696 0.5452 -0.15
C -1.1873 -2.4888 -0.2087 -1.3611 -0.3193 0.3812 0.02
P -2.9913 -2.6883 -0.3036 -0.7291 0.7230 0.1850 0.75
O -3.1734 -3.6659 -1.5661 0.3660 0.2461 0.2078 -0.50
O -3.3351 -3.5988 0.9747 0.3303 0.2124 -0.3794 -0.46
S -4.0006 -1.0865 -0.4183 0.0681 -0.2115 -0.0467 -0.36
C -0.4231 -1.9525 0.9606 -0.6148 0.4973 0.2442 0.32
O -0.7284 -1.8697 2.1086 0.3974 0.1470 -0.8909 -0.50
O 0.8321 -1.6299 0.4466 0.6627 -0.3871 1.4158 -0.08
H -0.5077 -3.2292 -2.1096 0.0185 -0.3245 -0.5995 0.70
H -2.5322 -4.3777 -1.4691 -0.0646 -0.5052 -0.3177 0.34
H -2.5500 -4.1175 1.1732 0.0338 -0.3865 0.5478 0.37
C 2.5968 0.8426 2.6646 -0.1230 -0.0616 0.0727 -0.36
C 2.5530 0.9939 1.1611 -0.1372 -0.0649 -0.1291 0.23
O 3.6070 1.9336 0.9158 -0.0660 -0.0427 0.0935 -0.36
C 4.4816 1.8666 1.9503 -0.2537 -0.1327 -0.0035 0.60
O 5.5398 2.3943 1.9719 0.3337 0.1700 0.0074 -0.52
O 3.9739 1.1114 2.9553 -0.0826 0.0023 -0.0574 -0.35
H 2.3185 -0.1520 3.0019 0.1615 -0.0301 0.0461 0.29
H 1.9780 1.5805 3.1784 0.0194 0.0246 -0.0250 0.27
H 2.7801 0.0632 0.6420 0.0464 0.0009 0.0226 0.13
H 1.6032 1.3795 0.7996 0.0645 0.1106 -0.0544 0.04
C -1.3358 2.8035 -2.5926 -0.0411 0.0985 -0.1463 -0.32
C -1.5254 3.6222 -1.3334 0.0008 0.1645 -0.0424 -0.35
O -1.7486 2.6092 -0.3444 0.0442 0.0299 -0.0596 -0.32
C -1.1968 1.4607 -0.7865 -0.1376 0.2539 -0.2013 0.58
O -1.0683 0.4802 -0.1328 0.2466 -0.2857 0.2853 -0.38
O -0.8104 1.5740 -2.0762 -0.0255 0.0539 -0.0141 -0.32
H -0.6387 3.2510 -3.2953 0.1235 -0.1387 0.0333 0.30
H -2.2770 2.5954 -3.1033 -0.0146 -0.0236 0.0465 0.27
H -0.6319 4.1871 -1.0624 0.0176 -0.0429 -0.0003 0.27
H -2.3736 4.2987 -1.3843 -0.0911 -0.1018 0.1322 0.30
```
Positions in Å, forces in eV/Å.

Its SMILES is O=C1C=C(P(O)(O)=S)C(=O)O1.O=C1OCCO1.O=C1OCCO1. Its net charge is 0. As for the HOMO-LUMO gap: 8.2562 eV. As for the highest occupied orbital energy: -0.352 Eh. The calculation puts the electronic energy at -1954.937210 a.u.

(2)
# C10H12BBr6F18O10P3V2

A molecular structure, C10H12BBr6F18O10P3V2 at a distorted geometry (ωB97M-V with the def2-TZVPD basis set, OMol25).

```
62
Properties=species:S:1:pos:R:3:forces:R:3:mulliken_charge:R:1
O -2.5014 1.4792 -2.5921 -1.2278 -1.5760 -0.5612 -0.39
V -2.8073 -0.0410 -2.5151 1.6486 1.5626 1.4227 1.31
O -0.1091 -2.7244 2.4315 0.5617 2.3522 0.1414 -0.36
V -0.0427 -1.1658 2.3763 -1.2834 -2.0632 1.2226 1.17
P -2.3653 -2.4351 -3.9379 -0.2984 -0.2977 -0.8738 1.55
F -3.6552 -1.3101 -4.1095 -0.3293 0.3817 0.6297 -0.41
F -1.5004 -0.9653 -3.8955 0.0153 0.3018 0.3930 -0.45
F -2.5801 -2.1549 -2.2932 -0.0435 0.1014 0.0641 -0.37
F -1.0812 -3.2378 -3.6451 0.3597 -0.2506 0.2634 -0.28
F -3.3862 -3.5976 -3.8654 -0.1126 -0.2915 0.1157 -0.29
F -2.2012 -2.5119 -5.4866 -0.0665 0.3521 -0.0417 -0.31
P 0.1990 -0.6726 -0.4957 -2.1681 -0.2765 0.4657 1.69
F -0.3668 0.2954 0.7401 0.5032 0.1731 0.2237 -0.46
F -0.8459 -1.7962 0.0850 0.5498 -0.0174 -0.3533 -0.37
F -1.1332 -0.1234 -1.3404 0.6467 0.2204 -0.8924 0.09
F 0.6678 -1.5948 -1.6365 0.0343 -0.6108 -0.3723 -0.38
F 1.0467 0.5123 -1.0061 0.6134 0.4180 -0.0014 -0.30
F 1.2637 -1.2369 0.6115 0.4123 0.1389 -0.0037 -0.37
P 0.2857 0.3330 4.8146 0.4661 0.0246 0.6613 1.47
F -0.5192 -1.1031 4.5088 -0.3012 0.0903 -0.5868 -0.35
F -0.4253 0.8882 3.4354 -0.1129 -0.0042 -0.1329 -0.38
F -0.8775 0.8713 5.6806 -0.3120 0.0998 0.2469 -0.31
F 1.1937 1.5992 4.9325 -0.0199 0.3804 -0.2871 -0.31
F 1.0442 -0.3856 5.9846 0.0002 -0.1559 -0.0776 -0.34
F 1.4037 -0.3238 3.6680 0.2481 -0.6931 -0.6486 -0.41
O -2.1872 -0.7472 2.2541 0.3276 -0.1531 -0.0050 -0.18
C -3.3572 -0.5091 2.0395 0.1100 -0.3511 -0.5110 0.60
O -4.3191 -0.6104 2.8732 -0.0633 0.2890 0.0998 -0.51
B -5.6099 -0.1455 2.2609 -0.6511 -0.1968 0.7714 1.08
O -5.2400 -0.0037 0.7955 0.3467 0.1613 -0.3434 -0.66
C -3.9859 -0.1511 0.6426 -0.2398 -0.4133 0.2868 0.58
O -3.3623 -0.1418 -0.4080 -0.0906 0.1152 -1.0509 -0.56
O -6.0412 1.1148 2.7972 0.0440 0.1935 -0.2096 -0.45
C -7.3806 1.0735 2.9319 -0.1095 -0.3306 -0.0743 0.56
O -8.1008 1.9819 3.1648 -0.0415 0.3090 0.1547 -0.52
C -7.8146 -0.3996 2.6922 0.4551 0.1341 0.0112 0.59
O -6.6826 -1.0877 2.4288 0.1570 -0.0476 -0.3058 -0.46
O -8.9112 -0.8399 2.7187 -0.2205 -0.1006 0.0695 -0.51
Br 3.6189 -1.9170 -2.2359 -0.0498 0.0576 -0.1178 -0.14
C 5.4685 -1.9474 -1.6670 0.1692 -0.1101 0.1534 -0.53
C 5.7089 -0.8327 -0.6973 -0.3025 0.3860 0.1643 -0.52
Br 7.5720 -0.8702 -0.1589 0.0070 -0.0114 0.1605 -0.16
H 6.1246 -1.8661 -2.5265 -0.1528 -0.1131 -0.1610 0.40
H 5.5967 -2.8982 -1.1618 0.1321 -0.1194 -0.1642 0.36
H 5.0649 -0.9352 0.1728 0.2574 -0.0383 0.1546 0.21
H 5.5327 0.1550 -1.1115 0.0243 -0.0380 -0.1838 0.37
Br 4.1520 0.1900 -5.7974 -0.0248 -0.0661 0.1291 -0.18
C 2.6142 1.3609 -5.6594 0.0554 0.5610 -0.5709 -0.69
C 1.6367 0.8997 -4.6233 0.3401 -0.8157 0.3888 -0.28
Br 0.1160 2.0958 -4.6244 -0.0513 -0.0285 0.1141 -0.18
H 2.1699 1.4008 -6.6508 -0.0701 -0.1981 0.0317 0.41
H 2.9867 2.3626 -5.4596 0.0803 -0.0827 0.2120 0.40
H 2.0762 0.8576 -3.6271 -0.0669 0.4057 0.0053 0.19
H 1.2931 -0.1175 -4.8092 -0.2218 0.1651 -0.2678 0.31
Br 3.8472 4.7176 4.1329 -0.0758 -0.0124 -0.1342 -0.17
C 3.8474 3.7239 2.4383 0.2804 0.4039 0.6058 -0.59
C 3.8727 2.2600 2.7744 -0.1865 -0.3549 -0.3352 -0.32
Br 3.1208 1.2375 1.2697 0.2481 0.1444 0.0668 -0.11
H 4.7631 4.0611 1.9687 -0.0715 -0.1205 -0.3419 0.36
H 2.9769 4.0333 1.8760 -0.0987 0.0081 0.0435 0.38
H 3.2441 2.0027 3.6166 -0.0330 0.0574 0.0568 0.11
H 4.8821 1.8933 2.9196 0.0033 -0.0492 0.0792 0.35
```
Positions in Å, forces in eV/Å.

Its expectation value of S² is 2.06. The calculation puts the energy above the lowest of the compared OMol25 structures with the same formula, charge and spin at 0.0 kcal per mole. Its net charge is 0. As for the HOMO-LUMO gap (spin up / spin down): 7.0645 / 7.3899 eV. As for the highest occupied orbital energy (spin up / spin down): -0.379 / -0.379 Eh. The spin multiplicity is 3. The calculation puts the electronic energy at -21320.173914 a.u.

(3)
# C10H12BN3O2

A gas-phase ion, C10H12BN3O2 (charge +2) at a distorted geometry (ωB97M-V with the def2-TZVPD basis set, OMol25).

```
28
Properties=species:S:1:pos:R:3:forces:R:3:mulliken_charge:R:1
N 4.6087 -2.3194 -0.7630 -2.4692 0.8235 1.4978 -0.41
B 4.1187 -1.3238 0.1744 3.1515 -0.7751 0.3815 0.24
O 4.9934 -0.8095 1.1611 -2.2858 -1.1495 -0.4051 -0.49
N 2.6941 -0.7683 0.1002 -2.4160 1.4447 -0.3283 0.05
C 2.0605 -0.6762 -1.1288 -1.8226 0.4197 -0.0873 -0.02
C 0.6898 -0.1711 -1.3102 0.6225 0.1379 2.1080 -0.72
C -0.0640 0.2743 -0.1254 2.5881 -0.4715 0.8481 0.55
C -1.5179 0.7892 -0.1208 -2.1582 -0.0393 0.1910 0.46
C -2.5058 -0.0228 0.6538 -0.6366 2.0586 -1.1915 -0.52
C -3.9131 0.3533 0.6930 2.9821 -0.0930 -0.5493 -0.31
N -4.3322 1.4876 -0.0025 2.4860 -1.4143 0.2334 0.28
O -5.6659 1.7703 0.0540 -0.0490 -0.1273 -0.5156 -0.38
C -3.4588 2.2952 -0.7140 1.2820 -0.5329 0.0295 -0.25
C -2.0117 1.9898 -0.8123 -1.5161 -1.7721 1.5102 -0.47
C 0.6522 0.2000 1.1917 0.8417 -0.8498 -2.5161 -0.64
C 2.0267 -0.3238 1.2467 -2.0291 0.5934 -0.6030 -0.21
H 3.8573 -2.7343 -1.3181 0.6820 -0.2634 0.0056 0.26
H 5.1597 -3.0447 -0.2992 0.2981 0.3724 -0.6359 0.27
H 5.2292 -1.5094 1.8024 0.3837 0.6068 -0.3869 0.35
H 2.6423 -1.0514 -2.0149 -0.6848 0.5871 1.0590 0.48
H 0.2028 -0.1151 -2.3188 0.8451 -0.2181 1.0608 0.42
H -2.1745 -0.9280 1.2130 -0.4055 0.8651 -0.5961 0.45
H -4.6122 -0.3088 1.2618 0.2847 1.1602 -0.7224 0.41
H -6.1072 0.9744 -0.3275 0.0297 0.6675 0.1825 0.40
H -3.9099 3.1869 -1.2307 0.4119 -1.1344 0.7023 0.43
H -1.3103 2.6468 -1.3859 -1.0179 -0.5881 0.5818 0.46
H 0.0940 0.5484 2.0927 0.9427 -0.4382 -0.6934 0.46
H 2.5540 -0.4096 2.2272 -0.3409 0.1303 -1.1605 0.44
```
Positions in Å, forces in eV/Å.

The calculation puts the energy above the lowest of the compared OMol25 structures with the same formula, charge and spin at 0.0 kcal per mole. Its net charge is +2. As for the HOMO-LUMO gap: 8.6513 eV. As for the highest occupied orbital energy: -0.624 Eh. The calculation puts the electronic energy at -727.266021 a.u.

- electronic energy of number 3 (C10H12BN3O2)?
  -727.266021 a.u.